{"formula": "C3H2NO2S", "method": "wB97M-V/def2-TZVPD", "multiplicity": 1, "homo_lumo_gap_ha": 0.2402, "charge": -1, "de_lowest_ev": 0.368, "e_homo_ha": -0.0982, "e_lumo_ev": 3.86, "symbols": ["C", "C", "C", "N", "O", "O", "S", "H", "H"], "coordinates": [[-0.663, -0.801, -0.011], [0.599, -1.251, -0.095], [0.446, 1.318, -0.042], [-0.736, 0.671, 0.038], [1.048, -2.482, -0.024], [0.600, 2.502, -0.144], [1.755, 0.140, -0.023], [-1.552, -1.438, 0.114], [-1.496, 1.340, 0.187]], "mulliken_charge": [-0.7218, 0.5236, 0.3857, -0.0715, -0.8243, -0.6489, -0.2404, 0.3755, 0.2222]}